Record 1
ORCA calculation (ωB97M-V/def2-TZVPD) on an isolated molecule of CH4N4 at a distorted geometry.

Properties
Energy above the lowest of the compared OMol25 structures with the same formula, charge and spin   550.21 kJ/mol
Orbital gap   9.3638 eV
E_HOMO   -8.459 eV

Last column: Löwdin charge in e.
Cartesian coordinates (Å):
C: 1.36789 0.02793 0.01151  -0.113
N: -0.70884 0.67495 -0.18933  -0.069
N: -1.16063 -0.61431 0.42101  -0.186
N: 0.55475 0.96074 0.25631  -0.106
N: -0.45024 -1.54784 0.43130  0.058
H: 2.39542 0.14005 0.46199  0.081
H: 1.02695 -0.76148 -0.77324  0.085
H: -1.38137 1.35848 0.14426  0.096
H: -2.19428 -0.73985 0.57749  0.154



Record 2
ORCA calculation (ωB97M-V/def2-TZVPD) on a cluster of 4 separate species, C47H57F5N4O5S2 in total at a distorted geometry.

Properties
Structure (SMILES)   CCCCON1c2ccc(C[C@H](C)OCc3ccccc3)cc2Sc2c1ccc(CCCCS(=O)(=O)O)c2CCCC(F)(F)C(F)(F)F.c1cc[nH]c1.c1cc[nH]c1.c1cc[nH]c1
Energy above the lowest of the compared OMol25 structures with the same formula, charge and spin   0.00 kJ/mol
Orbital gap   8.1001 eV
E_HOMO   -7.993 eV

Last column: Löwdin charge in e.
Cartesian coordinates (Å):
C: 1.06108 2.91499 4.52093  -0.111
C: -0.37412 3.14282 4.00789  -0.246
C: -1.36860 2.29270 4.80893  -0.166
C: -2.61171 1.79526 4.03644  -0.179
O: -2.51971 1.98307 2.63118  -0.092
N: -2.27767 0.74797 1.94627  -0.039
C: -3.43791 0.35312 1.22838  -0.227
C: -4.36919 -0.45748 1.85750  0.002
C: -5.49778 -0.88167 1.18658  -0.017
C: -5.71898 -0.51884 -0.14223  -0.209
C: -6.89173 -1.09414 -0.89377  -0.092
C: -6.48552 -2.40856 -1.56548  -0.406
C: -7.63248 -3.06118 -2.32043  -0.030
O: -5.99205 -3.27348 -0.55637  -0.103
C: -4.70829 -3.82404 -0.78857  -0.152
C: -3.92390 -3.87198 0.49541  -0.193
C: -4.28226 -4.72963 1.53208  -0.031
C: -3.56881 -4.73064 2.71918  -0.083
C: -2.48068 -3.88303 2.88172  -0.088
C: -2.10841 -3.03386 1.84821  -0.079
C: -2.83241 -3.03135 0.66594  -0.048
C: -4.79864 0.30835 -0.76775  -0.049
C: -3.66855 0.74369 -0.08451  -0.427
S: -2.54184 1.81278 -0.91835  1.087
C: -1.03152 1.34862 -0.11780  -0.362
C: -1.07819 0.86886 1.19239  -0.222
C: 0.10293 0.49524 1.80387  -0.009
C: 1.30723 0.62184 1.14147  -0.021
C: 1.37073 1.09861 -0.16361  -0.141
C: 2.69060 1.22138 -0.89509  -0.132
C: 3.92534 0.68251 -0.17753  -0.192
C: 3.99241 -0.84298 -0.14568  -0.210
C: 4.02839 -1.45276 -1.55076  -0.235
S: 5.02919 -2.89756 -1.65978  0.579
O: 4.60301 -3.69230 -2.77468  -0.274
O: 6.39785 -2.50483 -1.52458  -0.277
O: 4.61848 -3.66159 -0.33190  -0.147
C: 0.18435 1.47039 -0.80847  -0.193
C: 0.19962 1.98948 -2.22420  -0.156
C: 0.38116 0.89958 -3.30975  -0.139
C: -0.56040 -0.28939 -3.10765  -0.064
C: -0.02150 -1.60558 -3.64745  -0.414
F: 1.34615 -1.63613 -3.69078  0.100
F: -0.46429 -1.83745 -4.92243  0.114
C: -0.43870 -2.82475 -2.80172  -0.513
F: 0.08569 -3.96598 -3.28496  0.170
F: -1.78909 -2.94368 -2.78682  0.149
F: -0.01075 -2.66336 -1.52518  0.146
H: 1.78511 3.30446 3.80471  0.061
H: 1.22403 3.36354 5.49841  0.072
H: 1.25574 1.84167 4.58998  0.060
H: -0.36845 2.90733 2.94928  0.082
H: -0.57825 4.20258 4.16570  0.093
H: -0.84726 1.44957 5.26326  0.099
H: -1.72631 2.90137 5.64200  0.108
H: -3.51641 2.29405 4.38449  0.116
H: -2.74954 0.72994 4.22529  0.110
H: -4.19825 -0.79067 2.87266  0.120
H: -6.20139 -1.53558 1.68283  0.123
H: -7.71027 -1.27154 -0.19685  0.127
H: -7.20466 -0.40337 -1.67819  0.125
H: -5.68958 -2.16764 -2.27827  0.141
H: -7.27521 -3.97239 -2.80089  0.082
H: -7.99334 -2.39482 -3.10342  0.082
H: -8.43669 -3.31580 -1.63319  0.085
H: -4.79157 -4.82995 -1.21727  0.133
H: -4.14588 -3.21752 -1.50106  0.107
H: -5.12368 -5.40100 1.41769  0.117
H: -3.85528 -5.38967 3.52787  0.101
H: -1.92236 -3.88075 3.80856  0.100
H: -1.26013 -2.37359 1.97551  0.097
H: -2.55483 -2.34460 -0.12363  0.104
H: -4.94207 0.60081 -1.80180  0.114
H: 0.06597 0.11600 2.81655  0.124
H: 2.20162 0.33903 1.67796  0.105
H: 2.84572 2.25800 -1.19895  0.125
H: 2.59002 0.65158 -1.82158  0.092
H: 4.81769 1.05974 -0.67971  0.120
H: 3.96771 1.06343 0.84476  0.109
H: 4.88930 -1.14439 0.39744  0.114
H: 3.14908 -1.26768 0.39604  0.109
H: 3.05080 -1.75236 -1.92353  0.091
H: 4.48440 -0.77828 -2.27746  0.119
H: 4.20531 -4.49845 -0.59321  0.107
H: -0.72234 2.52041 -2.45402  0.074
H: 0.99182 2.72968 -2.34825  0.104
H: 0.14295 1.37017 -4.26449  0.118
H: 1.42145 0.59894 -3.37521  0.093
H: -1.49198 -0.10800 -3.64339  0.138
H: -0.83210 -0.42185 -2.06261  0.107
C: 7.85897 -5.97141 -0.12534  -0.108
C: 8.44839 -6.83490 0.84020  -0.116
C: 8.87538 -6.05246 1.87888  -0.149
N: 8.56482 -4.75376 1.57615  0.001
C: 7.94467 -4.69257 0.35819  -0.134
H: 7.42543 -6.25595 -1.06991  0.091
H: 8.54963 -7.90535 0.77651  0.087
H: 9.36993 -6.30718 2.80026  0.101
H: 8.76485 -3.96277 2.15842  0.141
H: 7.61369 -3.75779 -0.06443  0.080
C: 1.42226 3.65903 -6.74666  -0.110
C: 2.17456 3.64732 -5.53998  -0.120
C: 1.74712 4.70408 -4.78196  -0.152
N: 0.76799 5.35315 -5.48269  0.004
C: 0.56383 4.72329 -6.67986  -0.140
H: 1.50354 2.96642 -7.56712  0.091
H: 2.94154 2.94378 -5.26140  0.090
H: 2.05480 5.04739 -3.80901  0.104
H: 0.27559 6.16788 -5.16773  0.143
H: -0.17069 5.08362 -7.37899  0.106
C: 0.44132 7.98033 4.77267  -0.112
C: 1.85611 7.88745 4.66151  -0.113
C: 2.12888 7.12964 3.55453  -0.146
N: 0.93614 6.76214 2.99481  0.002
C: -0.09706 7.27673 3.72894  -0.152
H: -0.11529 8.50332 5.53183  0.089
H: 2.58730 8.32622 5.31909  0.088
H: 3.06486 6.82282 3.12071  0.103
H: 0.83287 6.19630 2.17330  0.141
H: -1.12087 7.09779 3.44891  0.106



Record 3
ORCA calculation (ωB97M-V/def2-TZVPD) on a structure of composition CH10N3O2 at a distorted geometry.

Properties
Energy above the lowest of the compared OMol25 structures with the same formula, charge and spin   857.31 kJ/mol
Orbital gap   5.7463 eV
Charge   +1
E_HOMO   -14.828 eV

Last column: Löwdin charge in e.
Cartesian coordinates (Å):
N: -0.84776 -1.09077 -0.93147  0.232
C: 0.01839 -0.05525 -1.24541  -0.489
N: 1.17638 -0.14470 -0.38240  0.323
N: -0.64510 1.21214 -1.02929  0.239
H: -1.70317 -1.12405 -1.46577  0.141
H: -0.60732 -1.62698 -0.09805  0.093
H: 0.41359 -0.06325 -2.28671  0.194
H: 2.10247 -0.47208 -0.63026  0.162
H: -0.75221 1.46402 -0.03543  0.078
H: -0.28073 1.97779 -1.60177  0.132
H: 0.93453 -0.07577 0.63262  0.033
H: -0.38780 1.41104 2.50857  0.064
O: -0.09696 1.25824 1.59695  -0.158
H: 0.01959 0.11402 1.67279  0.001
H: 0.49353 -1.68115 1.99790  0.101
O: 0.16256 -1.10324 1.29774  -0.147



Record 4
ORCA calculation (ωB97M-V/def2-TZVPD) on a structure of composition C37H27Br2Cl2I2N4O4Os.

Properties
Orbital gap   6.2143 eV
Charge   +1
E_HOMO   -10.301 eV

Last column: Löwdin charge in e.
Cartesian coordinates (Å):
Os: 0.62007 0.04454 1.56540  1.706
I: 2.17236 7.00197 0.26307  0.919
C: 1.54942 5.25198 1.19922  -0.736
C: 0.25699 5.15366 1.69603  -0.215
C: -0.18170 3.96228 2.25115  -0.629
I: -2.09270 3.88641 3.06988  1.046
C: 0.65584 2.84585 2.30360  -0.393
O: 0.19460 1.63395 2.70634  -0.295
C: 1.98748 2.99293 1.89510  -0.150
C: 2.99451 1.88412 2.05326  -0.098
N: 2.38629 0.64926 2.58650  -0.156
C: 3.31655 -0.49139 2.63206  -0.083
C: 2.51158 -1.63687 3.16242  -0.225
C: 2.97998 -2.68716 3.91829  0.024
C: 2.08595 -3.67443 4.31065  -0.008
C: 0.75526 -3.57662 3.94004  -0.011
C: 0.35590 -2.50115 3.17269  -0.078
N: 1.21906 -1.55199 2.80287  -0.046
C: 2.41917 4.18600 1.32961  -0.102
H: -0.41314 6.00056 1.64319  0.086
H: 3.77896 2.20312 2.74672  0.153
H: 3.47500 1.63646 1.10793  0.104
H: 2.03704 0.85219 3.52270  0.150
H: 4.19040 -0.26653 3.24424  0.147
H: 3.62843 -0.70616 1.60729  0.137
H: 4.02542 -2.73498 4.18922  0.130
H: 2.42914 -4.51240 4.90210  0.125
H: 0.03248 -4.32639 4.22582  0.122
H: -0.65931 -2.39582 2.81331  0.128
H: 3.44182 4.26937 0.98063  0.116
C: -2.53296 0.96299 1.08905  -0.073
C: -1.58232 1.67144 0.18016  -0.329
C: -1.99049 2.68390 -0.71480  -0.027
C: -1.10211 3.24032 -1.59211  0.024
C: 0.22547 2.75171 -1.65809  -0.166
C: 1.24940 3.17305 -2.54426  -0.614
Br: 0.91606 4.56751 -3.76817  0.820
C: 2.47812 2.57447 -2.51994  -0.146
C: 2.75282 1.51818 -1.62404  -0.616
Br: 4.43538 0.67550 -1.65153  0.846
C: 1.79752 1.08464 -0.74523  -0.385
O: 1.97333 0.07654 0.12348  -0.236
C: 0.55061 1.73758 -0.75695  -0.136
N: -0.32341 1.27854 0.17978  0.014
H: -3.49593 1.46635 1.12036  0.081
H: -2.14043 0.92287 2.10713  0.043
H: -2.66930 -0.05613 0.71939  0.062
H: -3.02016 3.01060 -0.68563  0.126
H: -1.41043 4.03367 -2.25968  0.100
H: 3.25390 2.89859 -3.19960  0.107
Cl: -3.38513 -5.42049 -2.37747  0.728
C: -3.87269 -3.90847 -1.67379  -0.589
C: -4.76312 -3.92608 -0.61780  -0.105
C: -5.14967 -2.73369 -0.02820  -0.080
C: -4.65232 -1.53999 -0.52217  -0.123
C: -3.77105 -1.53463 -1.59031  -0.554
Cl: -3.27420 0.00577 -2.22250  0.803
C: -3.33582 -2.71971 -2.19885  -0.325
N: -2.48781 -2.75369 -3.28994  0.064
C: -1.27505 -2.00072 -3.41035  -0.242
C: -1.11156 -1.22637 -4.55413  -0.036
C: 0.06067 -0.52695 -4.77441  -0.064
C: 1.08536 -0.60445 -3.84066  -0.067
C: 0.92806 -1.38286 -2.70688  -0.022
C: -0.24856 -2.09511 -2.46876  -0.128
C: -0.32059 -3.01360 -1.26491  -0.016
C: 0.41570 -2.40897 -0.09008  -0.594
O: 1.49992 -2.79561 0.28341  0.081
O: -0.24503 -1.39507 0.46510  -0.201
H: -5.14230 -4.87483 -0.26475  0.109
H: -5.85147 -2.73382 0.79387  0.109
H: -4.97787 -0.59425 -0.11007  0.101
H: -2.47293 -3.64307 -3.76574  0.097
H: -1.93102 -1.17501 -5.25906  0.119
H: 0.17630 0.06946 -5.66977  0.109
H: 2.01696 -0.07858 -4.00768  0.101
H: 1.74956 -1.47455 -2.00430  0.111
H: 0.16567 -3.96133 -1.49903  0.142
H: -1.34797 -3.21842 -0.97139  0.110



Record 5
ORCA calculation (ωB97M-V/def2-TZVPD) on a structure of composition C3H3NiO3 at a distorted geometry.

Properties
Energy above the lowest of the compared OMol25 structures with the same formula, charge and spin   319.71 kJ/mol
Orbital gap (spin up / spin down)   6.3485 / 4.1629 eV
Charge   +3
E_HOMO (spin up / spin down)   -24.282 / -24.280 eV
Multiplicity   3

Last column: Löwdin charge in e.
Cartesian coordinates (Å):
O: -2.78704 -0.68237 -1.22009  0.368
Ni: -0.75860 -2.90745 -0.37181  1.654
O: -0.81583 -1.29839 -1.82459  0.147
C: -1.79881 -0.66132 -1.81968  -0.201
O: -0.28160 0.62318 0.51893  0.180
C: 0.33029 0.97837 1.48665  -0.049
H: 1.22233 0.67300 2.28442  0.311
C: 1.39625 1.07247 0.55116  0.260
H: 1.98710 0.17215 0.36009  0.156
H: 1.50594 2.03036 0.03492  0.173